# 1
A cluster of 8 separate species, C27H48N2O18 in total in a non-equilibrium geometry, computed with wB97M-V/def2-TZVPD.

Structure (XYZ):
```
95
Properties=species:S:1:pos:R:3:forces:R:3:lowdin_charge:R:1
C 4.42151 -1.80132 1.39119 0.2 1.3 0.3 -0.02
C 5.28363 -0.56695 1.16279 2.3 -0.5 -1.0 -0.32
C 6.00670 -0.48197 -0.21605 -1.1 -0.4 0.0 -0.06
O 5.34352 0.59628 -0.89140 0.2 -0.6 0.2 0.07
C 4.57963 1.25956 -0.01647 1.2 0.8 0.1 -0.57
O 4.06296 2.29290 -0.28314 -0.8 0.0 0.3 0.17
O 4.67470 0.71721 1.23317 -1.0 -0.4 0.0 0.08
H 4.92988 -2.72470 1.11912 0.2 0.2 -0.3 0.09
H 3.51024 -1.66129 0.81302 -0.3 -0.4 0.3 0.08
H 4.32821 -1.84200 2.47709 -0.9 -0.2 -0.1 0.09
H 6.11434 -0.59369 1.87017 -0.3 0.2 0.4 0.14
H 5.83248 -1.36763 -0.82254 0.3 -0.1 0.0 0.13
H 7.06361 -0.27952 -0.07017 0.1 0.2 -0.3 0.13
C -1.44740 0.86116 0.48119 -0.4 0.0 0.1 -0.01
C -0.47211 1.34484 -0.55034 1.2 -0.1 0.3 -0.28
C 1.02442 1.26337 -0.18143 -0.2 -0.2 0.6 -0.06
O 1.54619 0.26096 -1.05569 1.3 -0.1 0.1 0.09
C 0.67566 -0.09241 -1.96915 -1.9 0.2 0.5 -0.56
O 0.83711 -0.84733 -2.87753 0.3 -0.1 -0.2 0.14
O -0.54779 0.44107 -1.67410 0.2 0.5 -0.6 0.07
H -1.65816 1.64270 1.21019 0.1 -0.1 0.1 0.09
H -1.10677 -0.04523 0.98413 0.2 0.1 0.1 0.07
H -2.37682 0.59298 -0.02741 -0.1 0.1 0.0 0.08
H -0.60763 2.39679 -0.79580 -0.7 -0.3 -0.6 0.13
H 1.17218 0.93207 0.84503 0.1 0.0 0.0 0.12
H 1.58189 2.18010 -0.34724 -0.1 0.0 0.0 0.13
C 1.32769 -3.01946 2.22632 -0.5 1.4 0.3 -0.02
C -0.08017 -3.28042 1.75379 -0.4 0.3 -0.2 -0.33
C -0.49208 -2.92478 0.31782 0.2 0.5 0.4 -0.10
O -1.35519 -3.99692 -0.02111 0.4 -0.6 -0.2 0.05
C -0.97830 -5.10826 0.72165 0.0 1.8 -0.2 -0.55
O -1.19876 -6.21902 0.42520 -0.3 -0.9 0.0 0.20
O -0.32544 -4.67110 1.81715 0.0 -1.0 0.2 0.08
H 1.49129 -1.94085 2.11017 0.3 -0.1 -0.4 0.08
H 2.07472 -3.60000 1.69432 0.0 0.0 -0.1 0.09
H 1.43939 -3.11473 3.30660 -0.1 -0.6 0.0 0.09
H -0.85899 -2.73788 2.30481 0.4 -0.4 0.9 0.13
H 0.33519 -2.76794 -0.38030 0.0 -0.5 -0.2 0.14
H -1.07422 -2.00621 0.36143 0.0 0.0 -0.4 0.10
C -5.05288 1.05068 -2.24118 0.3 -0.3 -1.3 -0.02
C -4.70044 2.49915 -2.48701 -1.8 0.6 0.6 -0.35
C -4.74178 3.45209 -1.27982 1.1 -0.9 -0.3 -0.05
O -3.34804 3.82435 -1.15132 -0.1 0.4 0.3 0.06
C -2.65240 3.44018 -2.24643 -0.3 0.2 0.0 -0.57
O -1.52412 3.70687 -2.51196 0.0 0.1 0.4 0.16
O -3.43745 2.70591 -3.03411 0.5 -0.6 -1.0 0.09
H -4.32313 0.40645 -1.75301 0.1 0.4 0.4 0.08
H -5.12653 0.68866 -3.27361 -0.1 -0.5 0.3 0.08
H -6.04873 0.97313 -1.80895 0.1 0.0 0.2 0.09
H -5.45714 2.83608 -3.20514 0.3 0.1 -0.1 0.15
H -5.02629 2.88469 -0.39789 -0.1 0.4 0.2 0.13
H -5.36803 4.31539 -1.48354 0.1 0.2 0.3 0.13
C 2.88688 3.09693 6.50729 1.7 -0.2 0.3 -0.02
C 2.85619 3.59134 5.08210 -0.4 -0.1 0.6 -0.31
C 3.67982 2.76300 4.11911 1.2 -0.6 0.7 -0.11
O 2.85960 2.69540 2.96622 0.2 -0.5 -0.5 0.08
C 1.57962 2.81207 3.36640 -0.6 0.5 -0.2 -0.56
O 0.59902 2.53905 2.73514 0.6 -0.2 -0.1 0.15
O 1.53485 3.35430 4.58417 -0.5 0.2 0.2 0.09
H 3.92324 3.20375 6.86127 -0.1 0.1 0.0 0.09
H 2.73535 2.01756 6.52891 -0.5 0.1 0.0 0.09
H 2.29045 3.61727 7.25023 -0.4 0.1 -0.4 0.09
H 3.08900 4.65740 4.99937 -0.2 -0.1 0.0 0.16
H 3.92281 1.76234 4.50918 -0.9 -0.2 0.0 0.14
H 4.70940 3.09171 3.96304 -0.4 0.8 -0.7 0.14
C -3.69603 -1.60144 3.00088 -0.3 0.2 0.6 -0.06
N -3.91786 -2.74426 3.89171 0.6 1.2 -1.0 -0.19
C -4.69337 -2.42624 5.06741 -0.2 0.1 0.0 -0.05
C -3.55311 -3.97759 3.49304 -0.3 -0.3 1.0 -0.34
O -3.73203 -4.97144 4.16554 0.1 -0.2 -0.5 0.03
H -2.95278 -1.68861 2.20881 0.0 -0.8 0.0 0.06
H -3.30818 -0.78562 3.61475 -0.3 0.2 -0.1 0.09
H -4.65134 -1.34254 2.54024 0.1 0.4 0.0 0.09
H -4.66935 -3.23316 5.79182 0.1 -0.1 -0.1 0.09
H -4.32441 -1.49484 5.49960 0.3 -0.2 0.2 0.08
H -5.73281 -2.20572 4.80469 -0.1 -0.2 -0.1 0.09
H -3.07120 -3.93162 2.50669 0.1 -0.4 -0.1 0.13
C -1.89015 0.30669 -4.78116 0.6 -0.6 0.1 -0.05
N -1.59668 0.02773 -6.17902 -0.5 0.1 0.5 -0.20
C -0.20140 0.12084 -6.55475 -0.5 -1.2 -1.0 -0.03
C -2.56965 -0.10439 -7.11674 1.3 0.0 0.9 -0.35
O -2.32651 -0.16708 -8.30104 -0.7 0.0 -0.4 0.01
H -1.23079 -0.28756 -4.14357 0.5 0.3 -0.2 0.07
H -2.83566 -0.09219 -4.40690 -0.5 0.6 -0.7 0.08
H -1.70854 1.36823 -4.61736 -0.4 0.0 0.6 0.09
H -0.10345 -0.54016 -7.42256 0.2 0.1 0.1 0.09
H 0.11564 1.09929 -6.92052 0.0 0.2 0.6 0.10
H 0.36608 -0.32895 -5.74418 0.4 0.5 0.0 0.07
H -3.53822 -0.19199 -6.60255 -0.4 0.0 -0.5 0.13
C 3.75650 -0.12441 -4.93627 0.5 -0.4 0.6 -0.16
O 2.90858 -1.25419 -4.79712 -0.2 0.4 -0.3 -0.14
H 4.56556 -0.36639 -5.62679 -0.2 -0.1 -0.1 0.07
H 3.24113 0.77397 -5.28626 0.0 0.0 0.0 0.08
H 4.23618 0.05280 -3.96369 0.0 0.4 -0.1 0.07
H 2.17729 -0.96535 -4.22966 0.1 -0.4 0.0 0.01
```
Positions in Å, forces in eV/Å.

The total energy is -2521.4557 hartree. As for the HOMO energy: -8.6616 eV. For the HOMO-LUMO gap, the calculation gives 8.66 eV. The value obtained for the LUMO energy is 0.00 eV.

# 2
A structure of composition C27H48N5PV in a non-equilibrium geometry, computed with wB97M-V/def2-TZVPD.

Structure (XYZ):
```
82
Properties=species:S:1:pos:R:3:forces:R:3:lowdin_charge:R:1
V -0.49697 -0.67012 0.34316 0.2 -0.8 -1.8 0.87
C -0.47975 4.96845 0.24978 0.0 0.1 0.0 0.00
C -0.47982 4.66886 1.61197 0.0 0.0 0.0 -0.01
C -0.40896 3.35591 2.03387 0.0 0.1 0.1 0.02
C -0.34934 2.35356 1.06731 0.0 -0.5 0.1 -0.26
C -0.37235 2.64323 -0.29732 0.0 -0.1 -0.1 -0.05
C -0.42899 3.95739 -0.70773 0.0 0.1 0.0 -0.03
N -0.26746 0.98304 1.42424 -0.2 0.9 0.8 -0.10
N 0.00857 0.68993 2.61092 -0.1 -0.2 0.2 0.15
C 0.01815 -0.69528 2.95522 -0.3 0.2 -0.6 -0.27
C 0.43503 -1.05057 4.20853 0.1 0.0 0.4 0.06
C 0.43939 -2.40210 4.54800 0.0 0.0 0.1 0.05
C 0.00346 -3.34754 3.63140 0.0 -0.1 0.1 0.02
C -0.42289 -2.93090 2.38735 0.0 0.6 -0.1 -0.05
N -0.40932 -1.62156 2.05097 0.3 -0.3 0.7 0.00
H -0.52442 6.00242 -0.06971 0.0 0.0 0.0 0.13
H -0.53686 5.46581 2.34209 0.0 0.0 0.0 0.13
H -0.41215 3.10397 3.08624 0.0 0.0 0.0 0.13
H -0.32947 1.84446 -1.03322 0.0 0.0 0.0 0.10
H -0.43475 4.20369 -1.76131 0.0 0.0 0.0 0.13
H 0.74738 -0.27916 4.90019 0.0 0.0 0.0 0.15
H 0.77654 -2.71020 5.52994 0.0 0.0 0.0 0.15
H -0.00520 -4.40198 3.87262 0.0 0.0 0.0 0.14
H -0.78772 -3.62558 1.64423 0.0 0.0 -0.1 0.14
C -5.97212 -0.06685 1.48432 0.0 0.0 0.1 -0.04
C -4.47960 -0.44367 1.48684 0.2 0.0 -0.1 -0.59
C -3.70133 0.56138 2.35288 -0.1 0.0 0.1 -0.06
C -4.29772 -1.83448 2.11520 -0.1 0.0 0.1 -0.06
P -3.80016 -0.50335 -0.26008 0.1 0.0 0.0 1.15
N -2.07294 -0.56340 -0.06454 0.0 0.0 0.1 -0.18
C -4.22381 -2.09391 -1.15444 0.2 0.1 0.0 -0.58
C -3.84165 -1.92278 -2.63495 0.0 -0.1 0.0 -0.06
C -3.40488 -3.27481 -0.58326 -0.1 0.0 0.0 -0.06
C -5.72888 -2.39897 -1.05164 0.1 -0.1 -0.1 -0.04
C -4.14506 1.04338 -1.25089 0.2 0.0 0.0 -0.58
C -3.98069 2.25950 -0.32117 -0.1 0.0 -0.1 -0.07
C -5.58029 1.03223 -1.81004 0.1 0.1 0.0 -0.04
C -3.13263 1.17914 -2.41050 -0.1 0.1 0.0 -0.07
H -6.32511 -0.13708 2.51687 0.0 0.0 0.0 0.12
H -6.59060 -0.73179 0.88717 0.0 0.0 0.0 0.08
H -6.14186 0.95718 1.16182 0.0 0.0 0.0 0.08
H -3.93080 0.33619 3.39706 0.0 0.0 0.0 0.11
H -3.98972 1.59204 2.17721 0.0 0.0 0.0 0.08
H -2.62479 0.47366 2.23243 0.0 0.0 0.0 0.04
H -4.62501 -1.76935 3.15547 0.0 0.0 0.0 0.11
H -3.25449 -2.15739 2.11477 0.0 0.0 0.0 0.07
H -4.90339 -2.59932 1.64036 0.0 0.0 0.0 0.07
H -2.81558 -1.58449 -2.77185 0.0 0.0 0.0 0.05
H -4.51044 -1.25038 -3.16303 0.0 0.0 0.0 0.08
H -3.93203 -2.90088 -3.11056 0.0 0.0 0.0 0.11
H -2.38471 -2.99789 -0.31353 0.0 0.0 0.0 0.03
H -3.33663 -4.04204 -1.35622 0.0 0.0 0.0 0.11
H -3.87659 -3.73280 0.28182 0.0 0.0 0.0 0.08
H -6.35708 -1.58624 -1.41104 0.0 0.0 0.0 0.08
H -6.04429 -2.67202 -0.04784 0.0 0.0 0.0 0.08
H -5.92300 -3.26184 -1.69414 0.0 0.0 0.0 0.12
H -4.78837 2.33597 0.40176 0.0 0.0 0.0 0.08
H -4.02671 3.15461 -0.94541 0.0 0.0 0.0 0.11
H -3.02663 2.27504 0.20702 0.0 0.0 0.0 0.06
H -6.34303 0.95154 -1.03963 0.0 0.0 0.1 0.08
H -5.74449 0.25298 -2.54960 0.0 0.0 0.0 0.07
H -5.73250 1.98915 -2.31558 0.0 0.0 0.0 0.12
H -2.13396 0.82298 -2.16178 0.0 0.0 0.1 0.03
H -3.04884 2.23973 -2.65921 0.0 -0.1 0.0 0.10
H -3.46269 0.66379 -3.30757 0.0 0.0 0.0 0.09
N 1.81543 0.22278 0.11848 -0.2 -0.2 -0.1 0.09
H 2.51266 -0.46602 -0.15916 0.0 0.0 0.0 0.08
H 2.17654 0.64900 0.96999 0.0 0.0 0.0 0.09
H 1.86605 0.95224 -0.58995 0.0 0.1 0.0 0.08
C -0.18374 -1.43151 -3.52078 0.0 0.0 0.0 -0.05
C 0.90618 -1.57803 -2.46884 0.1 -0.3 0.2 -0.46
C 1.85308 -2.74464 -2.81539 0.0 0.0 -0.1 -0.04
C 0.36123 -1.83962 -1.07556 -0.2 0.6 0.0 -0.14
H 0.26603 -1.35477 -4.51082 0.0 0.0 0.0 0.10
H -0.79166 -0.53643 -3.36909 0.0 0.0 0.0 0.06
H -0.83661 -2.30732 -3.52368 0.0 0.0 0.0 0.09
H 1.51507 -0.67005 -2.44653 0.0 0.1 0.0 0.13
H 1.31988 -3.69815 -2.79324 0.0 0.0 0.0 0.10
H 2.70298 -2.80318 -2.13287 0.0 0.0 0.0 0.09
H 2.24031 -2.60200 -3.82480 0.0 0.0 0.0 0.10
H 1.16755 -2.02472 -0.34478 -0.1 -0.2 -0.1 0.07
H -0.40942 -2.62433 -1.02713 -0.1 0.1 -0.1 0.09
```
Positions in Å, forces in eV/Å.

The value obtained for the energy above the lowest of the compared OMol25 structures with the same formula, charge and spin is 0.674 eV. The total energy is -2615.7685 hartree. The net charge is +3. As for the HOMO energy: -17.8373 eV. For the HOMO-LUMO gap, the calculation gives 6.94 eV. The value obtained for the LUMO energy is -10.90 eV.